{"formula": "C4H9NO", "method": "ωB97M-V/def2-TZVPD", "symbols": ["C", "C", "C", "N", "C", "O", "H", "H", "H", "H", "H", "H", "H", "H", "H"], "xyz": [[0.0437, -0.1864, -1.6680], [-0.1811, 0.7420, -0.4823], [1.0384, -0.1126, 1.0705], [0.2275, -0.9780, 1.6830], [-0.9679, -0.0231, 1.0317], [-1.4927, 0.7890, 1.7615], [-0.1732, 0.3230, -2.6130], [1.0733, -0.5585, -1.7348], [-0.6186, -1.0620, -1.6251], [-1.1259, 1.2821, -0.5953], [0.5757, 1.5313, -0.4237], [1.1512, 0.8508, 1.5602], [1.8220, -0.4186, 0.3756], [0.2241, -1.8870, 1.2221], [-1.4233, -0.8138, 0.4154]], "relative_energy_kcal_mol": 115.32, "homo_ev": -8.7, "charge": 0, "homo_lumo_gap_ha": 0.3372, "total_energy_ha": -287.648677}